The following is a DFT calculation (wB97M-V/def2-TZVPD) of 3 unconnected molecules or ions with the total composition C15H21BO2 in a non-equilibrium geometry.

Calculated values
- Energy relative to the best compared isomer or geometry (same formula, charge and spin): 0.428 eV
- Total charge: 0

CARTESIAN COORDINATES (ANGSTROEM)
1 B -1.120325 0.158719 -0.588052
2 O -1.921302 -0.959318 -0.859649
3 C -2.973180 -0.662537 -1.786680
4 C -4.273777 -0.201924 -1.091575
5 C -4.339835 1.325209 -0.788096
6 O -4.443158 -1.001726 0.076172
7 H -0.327030 0.187245 0.288063
8 H -1.321347 1.123897 -1.259759
9 H -2.621687 0.023961 -2.567094
10 H -3.193286 -1.619387 -2.287542
11 H -5.139144 -0.438159 -1.732938
12 H -5.324675 1.738713 -1.014414
13 H -3.554474 1.810427 -1.386022
14 H -4.048663 1.498880 0.261631
15 H -4.659737 -0.410329 0.790311
16 C 1.332683 -2.446358 -1.429466
17 C 2.017403 -1.632405 -2.323358
18 C 3.326001 -1.935157 -2.678487
19 C 3.947145 -3.058134 -2.146294
20 C 3.261363 -3.874329 -1.255280
21 C 1.955761 -3.566621 -0.893618
22 H 0.313497 -2.209227 -1.150797
23 H 1.530639 -0.760260 -2.743749
24 H 3.861420 -1.297033 -3.370391
25 H 4.965449 -3.296997 -2.426322
26 H 3.745346 -4.750473 -0.841945
27 H 1.423206 -4.199738 -0.195239
28 C 1.482634 3.654702 2.123943
29 C 1.311503 3.806580 3.494193
30 C 1.289747 2.689745 4.319930
31 C 1.448136 1.420858 3.776160
32 C 1.622603 1.269175 2.406462
33 C 1.635892 2.385563 1.579767
34 H 1.496566 4.525199 1.479994
35 H 1.194477 4.795927 3.918665
36 H 1.150221 2.807845 5.387172
37 H 1.435683 0.550591 4.420230
38 H 1.747562 0.280261 1.982753
39 H 1.766685 2.266611 0.511321

Force components x, y, z for each atom (eV/Å):
B -1.2 -1.2 -0.3
O 1.1 2.4 0.3
C -0.5 -1.4 -0.4
C -0.3 0.4 0.1
C 1.0 -0.8 0.0
O 0.0 0.0 -0.4
H 0.1 -0.4 0.1
H 0.2 0.1 0.0
H -0.2 0.1 0.3
H 0.1 0.3 0.2
H 0.5 0.0 -0.3
H 0.2 0.0 0.2
H -0.5 0.2 0.1
H -0.3 0.1 -0.3
H -0.1 0.1 0.4
C 0.0 0.0 0.0
C 0.0 0.0 0.0
C 0.0 0.0 0.0
C -0.1 0.0 0.0
C 0.0 0.0 0.0
C 0.1 0.0 0.0
H 0.0 0.0 0.0
H 0.0 0.0 0.0
H 0.0 0.0 0.0
H 0.0 0.0 0.0
H 0.0 0.0 0.0
H 0.0 0.0 0.0
C 0.0 -0.1 0.0
C 0.0 0.0 0.0
C 0.0 0.0 -0.1
C 0.0 0.1 0.0
C 0.0 0.0 0.0
C 0.0 0.0 0.1
H 0.0 0.0 0.0
H 0.0 0.0 0.0
H 0.0 0.0 0.0
H 0.0 0.0 0.0
H 0.0 0.0 0.0
H 0.0 0.0 0.0

=====

The following is a DFT calculation (wB97M-V/def2-TZVPD) of a gas-phase ion, C5H13O (charge +1) in a non-equilibrium geometry.

Calculated values
- Energy relative to the best compared isomer or geometry (same formula, charge and spin): 0.787 eV
- Total charge: +1

CARTESIAN COORDINATES (ANGSTROEM)
1 C -1.128312 0.736376 0.889803
2 C -1.447032 -0.838723 -0.889049
3 C 0.998447 0.550257 -1.221796
4 C 1.737241 -0.232325 0.985211
5 C -0.591924 -0.556334 0.337731
6 O 0.801138 -0.365720 -0.134632
7 H -0.751400 1.698372 0.501633
8 H -0.881605 0.781711 1.881278
9 H -2.195225 0.612930 0.844735
10 H -1.034626 -1.670502 -1.522761
11 H -1.580426 0.049876 -1.641410
12 H -2.438270 -1.099514 -0.350154
13 H 1.820041 0.256527 -1.785746
14 H 0.102228 0.492536 -1.842661
15 H 1.206723 1.662016 -0.934147
16 H 2.802022 0.048564 0.565726
17 H 1.450226 0.512397 1.663116
18 H 1.743416 -1.233157 1.502420
19 H -0.612660 -1.405292 1.150707

Force components x, y, z for each atom (eV/Å):
C 0.2 0.2 -0.4
C -1.0 -0.8 -0.7
C -1.0 3.1 -0.1
C 3.0 -1.7 -0.9
C -1.3 0.1 -0.6
O 1.1 -0.3 1.1
H -0.4 -0.7 -0.6
H 0.4 0.3 2.9
H -0.5 0.6 -0.1
H -0.7 0.4 0.8
H -0.2 -1.5 2.0
H 1.3 0.2 -1.7
H 1.5 -1.0 -0.7
H 0.6 0.2 0.2
H -0.7 -2.1 0.1
H -2.3 -0.8 0.7
H -0.8 1.2 0.7
H 0.1 1.1 -0.7
H 0.5 1.5 -1.9

=====

Calculated total energy, -759.4809, -273.1913 hartree (same order as the records).
Calculated orbital gap, 10.041, 13.438 eV (same order as the records).
Calculated LUMO, 0.73, -2.78 eV (same order as the records).